{
  "formula": "C25H36N4O4SV",
  "method": "ωB97M-V/def2-TZVPD",
  "spin_multiplicity": 3,
  "homo_ha": [-0.3849, -0.3900],
  "charge": 1,
  "e_above_lowest_ev": 2.402,
  "total_energy_ha": -2836.34454,
  "homo_lumo_gap_ev": [7.37, 8.10],
  "s2": 2.02,
  "species": ["V", "C", "C", "C", "C", "C", "C", "C", "C", "C", "C", "C", "C", "H", "H", "H", "H", "H", "H", "H", "H", "H", "H", "H", "H", "H", "H", "H", "H", "H", "H", "O", "C", "O", "C", "C", "C", "C", "C", "C", "S", "H", "H", "H", "H", "N", "C", "C", "C", "C", "N", "C", "N", "N", "C", "O", "O", "H", "H", "H", "H", "H", "H", "H", "H", "H", "H", "H", "H", "H", "H"],
  "positions_angstrom": [[1.327, -0.163, 0.560], [-0.328, 1.334, 3.957], [-0.072, -0.040, 3.400], [1.245, -0.461, 3.129], [2.428, 0.353, 3.604], [1.456, -1.735, 2.552], [2.867, -2.220, 2.295], [0.369, -2.594, 2.298], [0.617, -3.960, 1.721], [-0.925, -2.171, 2.596], [-2.090, -3.044, 2.212], [-1.141, -0.913, 3.179], [-2.525, -0.484, 3.581], [-0.381, 1.320, 5.049], [-1.269, 1.734, 3.586], [0.453, 2.032, 3.669], [2.868, 0.971, 2.818], [3.209, -0.300, 3.989], [2.137, 1.017, 4.412], [2.926, -2.851, 1.408], [3.227, -2.818, 3.137], [3.566, -1.401, 2.152], [0.733, -3.926, 0.632], [-0.202, -4.641, 1.939], [1.522, -4.405, 2.129], [-3.010, -2.474, 2.123], [-2.268, -3.842, 2.938], [-1.909, -3.522, 1.248], [-2.983, 0.130, 2.800], [-2.500, 0.111, 4.491], [-3.175, -1.334, 3.774], [2.628, 0.113, -1.959], [2.965, 0.715, -0.956], [3.107, 0.044, 0.182], [3.093, 2.195, -0.849], [4.002, 2.885, -1.642], [4.093, 4.265, -1.547], [3.250, 4.945, -0.680], [2.321, 4.262, 0.084], [2.232, 2.874, 0.012], [0.980, 2.072, 0.975], [4.642, 2.331, -2.316], [4.815, 4.806, -2.143], [3.310, 6.023, -0.603], [1.658, 4.803, 0.745], [-2.547, 1.048, 0.246], [-2.540, -0.089, -0.664], [-3.143, 0.173, -2.033], [-3.342, -1.083, -2.884], [-2.847, -0.882, -4.304], [-1.411, -0.619, -4.179], [-0.656, 0.124, -4.958], [0.563, 0.466, -4.537], [-1.088, 0.541, -6.154], [-1.100, -0.585, -0.851], [-0.619, -0.781, -1.978], [-0.415, -0.769, 0.213], [-3.484, 1.405, 0.373], [-1.953, 1.804, -0.072], [-3.084, -0.888, -0.149], [-2.501, 0.900, -2.538], [-4.102, 0.676, -1.896], [-4.395, -1.365, -2.909], [-2.813, -1.942, -2.464], [-3.357, -0.043, -4.786], [-3.019, -1.780, -4.902], [-1.037, -0.816, -3.236], [0.870, 0.223, -3.604], [1.201, 0.969, -5.126], [-1.952, 0.194, -6.531], [-0.499, 1.084, -6.759]],
  "forces_ev_per_angstrom": [[-0.637, 0.306, 1.476], [-0.004, 0.067, 0.073], [-0.067, -0.095, -0.006], [0.008, -0.027, -0.224], [0.116, 0.020, 0.067], [0.208, 0.025, -0.226], [0.115, -0.069, 0.053], [-0.038, 0.143, 0.108], [0.024, -0.113, -0.019], [0.072, 0.068, 0.048], [-0.078, -0.054, -0.058], [0.066, -0.041, 0.057], [-0.076, 0.028, 0.022], [-0.017, -0.025, 0.008], [-0.015, 0.005, -0.016], [-0.012, -0.019, 0.042], [0.012, -0.036, 0.050], [-0.001, -0.013, 0.017], [-0.012, 0.016, 0.005], [0.000, 0.005, -0.007], [-0.021, -0.016, 0.005], [0.002, -0.018, 0.021], [-0.007, 0.004, 0.007], [0.015, 0.007, 0.001], [0.013, -0.001, -0.001], [0.002, 0.003, -0.013], [0.009, 0.004, 0.010], [-0.005, 0.008, 0.019], [0.015, -0.011, -0.019], [0.007, 0.010, 0.015], [0.012, 0.004, 0.014], [-0.334, 0.194, -0.422], [0.363, 0.096, -0.079], [0.634, -0.132, 0.074], [0.099, -0.098, -0.233], [0.030, 0.077, 0.044], [0.056, -0.132, -0.057], [0.009, 0.082, -0.009], [-0.021, 0.035, 0.057], [-0.019, 0.042, -0.030], [-0.094, -0.028, -0.323], [0.015, 0.014, -0.013], [-0.006, -0.010, -0.011], [0.008, 0.002, 0.008], [-0.017, -0.014, -0.002], [0.236, -0.116, 0.094], [0.151, 0.073, 0.033], [-0.435, 0.222, 0.078], [-0.391, -0.107, -0.099], [0.476, -0.060, -0.286], [-0.584, 0.228, -2.134], [-0.476, -0.414, 0.104], [0.185, 0.105, 0.059], [-0.022, 0.167, -0.239], [-0.067, 0.066, -0.069], [0.924, -0.094, 2.695], [-0.421, -0.327, -0.413], [-0.028, -0.006, -0.052], [0.014, 0.036, -0.024], [0.011, -0.164, -0.115], [0.013, -0.033, -0.078], [0.004, -0.032, 0.054], [0.002, 0.011, -0.013], [-0.019, 0.043, 0.042], [-0.003, 0.043, 0.055], [-0.021, 0.046, -0.024], [-0.139, 0.046, -0.207], [0.109, -0.017, -0.025], [0.014, -0.024, 0.013], [0.061, -0.014, 0.016], [-0.031, 0.013, 0.002]]
}



{
  "formula": "C5H34NO10",
  "method": "ωB97M-V/def2-TZVPD",
  "spin_multiplicity": 1,
  "homo_ha": -0.4983,
  "charge": 1,
  "e_above_lowest_ev": 3.605,
  "total_energy_ha": -1017.81121,
  "homo_lumo_gap_ev": 10.82,
  "species": ["C", "C", "C", "C", "C", "N", "H", "H", "H", "H", "H", "H", "H", "H", "H", "H", "H", "H", "H", "H", "H", "H", "O", "H", "H", "O", "H", "H", "O", "H", "H", "O", "H", "H", "O", "H", "H", "O", "H", "H", "O", "H", "H", "O", "H", "H", "O", "H", "H", "O"],
  "positions_angstrom": [[1.547, -0.396, 2.878], [0.699, 0.093, 1.721], [-0.187, 1.292, 2.046], [-0.646, 2.055, 0.788], [0.481, 2.398, -0.222], [-0.289, -1.024, 1.311], [1.774, -1.456, 2.739], [2.388, 0.290, 3.007], [0.939, -0.398, 3.793], [1.334, 0.408, 0.899], [0.334, 2.084, 2.616], [-1.024, 0.980, 2.696], [-1.287, 2.887, 1.043], [-1.456, 1.481, 0.263], [1.515, 2.305, 0.130], [0.465, 3.476, -0.396], [0.257, 1.831, -1.127], [0.160, -1.912, 0.957], [-0.927, -1.269, 2.066], [-0.880, -0.592, 0.578], [-2.421, -0.429, -1.833], [-2.456, -1.962, -1.462], [-2.226, -1.084, -1.151], [-3.705, 2.852, 0.879], [-3.094, 3.857, -0.060], [-3.828, 3.233, -0.001], [1.728, -3.519, 0.583], [2.507, -2.211, 0.859], [1.678, -2.556, 0.467], [2.273, -2.302, -1.608], [3.631, -2.327, -2.077], [2.857, -1.768, -2.171], [-2.425, 2.054, -2.907], [-3.861, 1.888, -2.315], [-2.960, 1.579, -2.258], [-1.578, -3.849, 0.674], [-1.109, -3.828, -0.682], [-1.296, -3.193, 0.021], [-4.288, 0.119, 0.153], [-4.506, 1.161, 1.075], [-4.057, 0.302, 1.070], [0.612, -0.604, -2.880], [0.093, -1.109, -4.214], [-0.165, -0.620, -3.436], [4.159, -0.861, 1.354], [3.534, -0.478, -0.125], [3.416, -0.581, 0.825], [3.463, 0.405, -1.797], [4.429, 0.954, -2.771], [4.398, 0.348, -2.000]],
  "forces_ev_per_angstrom": [[-1.074, -0.041, 0.459], [-0.933, -0.096, 0.853], [-0.018, 1.275, 0.276], [-1.116, -1.595, -0.649], [-0.654, 0.829, 0.567], [0.468, 1.024, -0.747], [0.709, 0.343, -0.040], [0.034, -0.557, 0.058], [0.106, 0.289, -0.014], [-0.184, -0.841, -0.325], [0.319, -0.812, 0.099], [0.142, 0.140, -0.348], [0.516, 0.732, 0.533], [0.874, -0.086, 0.081], [-0.245, -0.684, 0.087], [-0.336, -0.098, -0.554], [0.613, 0.273, -0.152], [-0.187, 1.164, 0.063], [0.064, 0.239, 0.211], [-0.110, -0.848, -0.113], [-0.062, 0.010, -0.221], [0.007, 0.158, -0.142], [0.031, 0.518, 0.441], [0.006, 0.166, -0.191], [-0.157, 0.011, -0.206], [0.079, 0.101, 0.476], [-0.139, 0.285, -0.098], [-0.320, 0.448, -0.347], [0.556, -1.368, 0.028], [-0.525, 0.428, -0.061], [0.808, 0.325, -0.527], [-0.703, -0.859, 0.715], [-0.369, -0.067, 0.017], [-0.244, 0.402, -0.085], [0.797, -0.536, -0.041], [-0.276, 0.364, 0.462], [0.258, 0.408, -0.564], [0.044, -1.501, 0.250], [0.556, -0.895, -0.302], [0.041, -0.120, 0.801], [-0.533, 0.826, -0.405], [0.338, -0.094, 0.092], [0.175, -0.156, -0.336], [-0.432, 0.245, 0.171], [0.877, 0.231, -0.659], [1.168, -0.340, 0.165], [-1.212, -0.021, 0.424], [-0.337, -0.255, -0.075], [0.462, -0.496, 0.595], [0.120, 1.130, -0.725]]
}



{
  "formula": "C30H45GaNO2P2S2",
  "method": "ωB97M-V/def2-TZVPD",
  "spin_multiplicity": 1,
  "homo_ha": [-0.3068, -0.3036],
  "charge": 1,
  "e_above_lowest_ev": 7.025,
  "total_energy_ha": -4778.72606,
  "homo_lumo_gap_ev": [3.20, 3.03],
  "species": ["Ga", "C", "C", "C", "C", "C", "C", "H", "H", "H", "C", "H", "H", "H", "C", "H", "H", "H", "C", "H", "H", "H", "C", "H", "H", "H", "C", "C", "C", "C", "C", "C", "C", "C", "H", "H", "H", "H", "H", "H", "H", "H", "H", "H", "H", "H", "P", "C", "C", "P", "C", "C", "C", "H", "H", "H", "H", "H", "H", "H", "H", "H", "H", "H", "H", "H", "H", "O", "S", "O", "N", "C", "S", "C", "C", "C", "C", "C", "C", "H", "H", "H", "H"],
  "positions_angstrom": [[-0.283, 2.133, -1.810], [0.126, -0.290, 3.471], [-1.265, -0.505, 3.248], [-0.167, -2.490, 2.850], [0.802, -1.517, 3.216], [-1.440, -1.855, 2.840], [0.784, 0.951, 3.913], [0.216, 1.834, 3.622], [1.784, 1.040, 3.477], [0.910, 1.008, 5.001], [2.243, -1.783, 3.354], [2.760, -0.925, 3.785], [2.729, -2.009, 2.396], [2.406, -2.641, 4.020], [0.070, -3.922, 2.602], [-0.360, -4.568, 3.382], [1.140, -4.139, 2.563], [-0.345, -4.254, 1.647], [-2.723, -2.520, 2.552], [-3.114, -3.042, 3.436], [-2.608, -3.269, 1.764], [-3.487, -1.804, 2.235], [-2.339, 0.479, 3.462], [-2.805, 0.377, 4.450], [-3.140, 0.364, 2.729], [-1.973, 1.506, 3.396], [0.255, 3.597, -2.844], [0.205, 4.549, -1.628], [-1.091, 5.324, -1.356], [-2.382, 4.590, -1.707], [-2.223, 3.064, -1.645], [-2.358, 2.347, -2.817], [-1.886, 2.819, -4.154], [-0.659, 3.787, -4.063], [-1.123, 6.294, -1.890], [-2.722, 4.916, -2.711], [-1.086, 5.507, -0.274], [-0.964, 4.843, -4.075], [1.296, 3.481, -3.154], [0.976, 5.277, -1.847], [-0.006, 3.543, -4.926], [-1.594, 1.931, -4.756], [-2.971, 1.446, -2.874], [-2.684, 3.349, -4.709], [-3.141, 4.892, -0.955], [-2.537, 2.616, -0.700], [0.697, 3.516, -0.010], [2.477, 3.514, -0.052], [-0.380, 3.455, 1.464], [-1.061, -1.314, -1.662], [-0.395, 0.302, -2.482], [-2.683, -0.594, -1.071], [-1.317, -2.146, -3.242], [2.739, 2.515, -0.421], [2.973, 3.689, 0.909], [2.864, 4.274, -0.755], [-1.405, 3.587, 1.030], [-0.146, 4.165, 2.281], [-0.299, 2.422, 1.857], [-1.223, -1.473, -4.099], [-2.315, -2.576, -3.239], [-0.546, -2.920, -3.337], [0.413, -0.221, -3.060], [-1.283, 0.350, -3.238], [-3.439, -1.337, -1.333], [-2.957, 0.392, -1.475], [-2.635, -0.523, 0.028], [0.926, -4.701, -2.629], [0.888, -4.305, -1.244], [-0.193, -4.811, -0.428], [0.908, -2.613, -1.091], [2.043, -2.177, -0.496], [2.196, -0.551, -0.139], [2.990, -3.225, -0.128], [4.236, -3.185, 0.522], [4.901, -4.383, 0.806], [4.314, -5.618, 0.469], [3.073, -5.649, -0.167], [2.441, -4.466, -0.462], [4.683, -2.224, 0.793], [5.877, -4.372, 1.306], [4.830, -6.549, 0.714], [2.578, -6.576, -0.432]],
  "forces_ev_per_angstrom": [[1.556, -3.211, 0.894], [0.034, -0.585, -0.136], [0.406, -0.061, 0.081], [-0.073, -0.300, -0.021], [0.027, 0.125, -0.124], [-0.284, 0.128, 0.114], [0.304, 0.486, -0.011], [-0.025, -0.064, 0.160], [-0.128, -0.063, 0.022], [-0.087, -0.178, -0.063], [0.380, 0.125, 0.383], [0.017, -0.075, -0.046], [-0.282, 0.016, 0.046], [-0.041, 0.062, -0.141], [0.461, -0.274, -0.050], [-0.072, 0.260, -0.049], [-0.035, 0.017, 0.012], [-0.109, 0.123, -0.021], [-0.349, -0.103, -0.280], [0.107, 0.066, -0.030], [0.026, 0.060, 0.072], [0.091, -0.103, 0.056], [-0.321, 0.428, -0.095], [0.103, -0.106, -0.042], [0.022, -0.052, 0.015], [0.016, -0.063, 0.039], [0.679, 0.301, -0.042], [0.183, 1.605, 0.069], [-0.002, 0.528, 0.126], [0.832, -0.078, 0.089], [-2.330, 0.202, -0.665], [-1.750, 0.601, -0.061], [0.601, 0.577, -0.133], [0.652, 0.183, -0.056], [0.360, -0.390, 0.450], [0.016, -0.423, 0.661], [-0.172, 0.527, -0.288], [-0.055, -0.309, -0.558], [-0.092, 0.248, -0.041], [0.373, 0.416, 0.795], [-0.621, 0.592, 0.238], [-0.377, 0.521, 0.387], [0.793, -0.066, 0.386], [0.066, -0.391, 0.292], [0.160, -0.393, -0.627], [-0.373, -0.237, -0.330], [-1.807, -0.995, -3.253], [1.279, -0.100, 0.384], [0.070, 0.464, 0.367], [-0.556, 2.505, 1.735], [-1.529, -2.456, -1.178], [-0.460, 0.069, -0.523], [-0.244, -0.271, -0.347], [0.303, 0.212, 0.177], [-0.188, -0.144, -0.115], [-0.421, -0.304, 0.297], [0.817, 0.042, 0.655], [-0.369, -0.199, -0.505], [-0.062, 0.590, -0.437], [-0.099, -0.086, -0.008], [-0.019, -0.345, -0.154], [-0.335, -0.007, -0.032], [-0.004, 1.338, 0.458], [1.735, 0.153, 0.936], [-0.361, 0.182, 0.166], [-0.227, -0.528, 0.273], [0.046, -0.037, -0.372], [0.106, -0.056, 0.458], [-0.176, 2.371, -0.057], [0.323, -0.223, -0.120], [2.906, -1.659, -0.076], [-2.755, 0.131, -1.033], [0.560, 0.799, 0.423], [0.533, -1.394, 0.412], [-0.281, 0.142, -0.243], [-0.318, -0.360, -0.093], [0.257, 0.365, 0.168], [0.128, -0.378, 0.094], [1.098, -0.509, 0.527], [-0.210, -0.260, -0.148], [-0.457, 0.059, -0.252], [-0.176, 0.325, -0.121], [0.211, -0.109, 0.059]]
}